Record 1
{
  "formula": "C26H21Br2F3N2OPSTc",
  "method": "ωB97M-V with the def2-TZVPD basis set",
  "species": ["Tc", "Br", "C", "Br", "H", "H", "O", "N", "C", "C", "C", "C", "C", "C", "C", "P", "C", "C", "C", "C", "C", "C", "C", "C", "C", "C", "C", "C", "H", "H", "H", "H", "H", "H", "H", "H", "H", "H", "H", "H", "H", "H", "H", "H", "F", "C", "F", "F", "C", "C", "C", "C", "N", "C", "S", "H", "H", "H"],
  "positions_angstrom": [[0.385, 0.114, -0.297], [-1.574, 0.631, 2.944], [-1.737, -1.170, 2.415], [-1.530, -1.468, 0.435], [-2.737, -1.551, 2.589], [-0.958, -1.779, 2.855], [1.430, -0.951, 1.917], [1.836, -1.086, 0.580], [2.911, -1.736, 0.320], [3.428, -1.928, -1.018], [4.705, -2.488, -1.067], [5.340, -2.722, -2.283], [4.683, -2.400, -3.451], [3.394, -1.852, -3.420], [2.740, -1.615, -2.222], [1.017, -1.039, -2.365], [-0.077, -2.439, -2.321], [0.321, -3.657, -1.755], [-0.576, -4.707, -1.697], [-1.868, -4.545, -2.190], [-2.271, -3.335, -2.748], [-1.383, -2.276, -2.815], [0.731, -0.117, -3.860], [0.634, -0.892, -5.029], [0.382, -0.273, -6.240], [0.198, 1.104, -6.293], [0.254, 1.866, -5.133], [0.519, 1.258, -3.917], [2.162, -0.566, 2.432], [3.471, -2.141, 1.162], [5.211, -2.739, -0.143], [6.334, -3.148, -2.306], [5.155, -2.573, -4.409], [2.928, -1.609, -4.364], [1.333, -3.796, -1.392], [-0.270, -5.659, -1.284], [-2.563, -5.374, -2.152], [-3.272, -3.225, -3.142], [-1.692, -1.340, -3.265], [0.705, -1.974, -4.995], [0.309, -0.868, -7.140], [-0.007, 1.581, -7.242], [0.082, 2.932, -5.175], [0.548, 1.866, -3.024], [0.260, 6.338, -0.844], [-0.234, 5.121, -0.685], [-1.104, 4.865, -1.673], [-0.890, 5.055, 0.477], [0.873, 4.079, -0.709], [2.212, 4.420, -0.830], [3.200, 3.432, -0.863], [2.830, 2.111, -0.755], [1.529, 1.792, -0.624], [0.562, 2.733, -0.618], [-1.020, 1.926, -0.519], [2.486, 5.465, -0.909], [4.243, 3.692, -0.972], [3.542, 1.296, -0.774]],
  "forces_ev_per_a": [[-0.18, -0.12, -0.07], [0.04, 0.06, -0.08], [-0.04, -0.14, -0.02], [-0.10, 0.00, 0.14], [0.00, 0.04, 0.05], [-0.02, -0.02, -0.02], [0.11, -0.14, -0.02], [0.20, 0.14, 0.10], [-0.12, 0.06, -0.14], [-0.14, -0.14, 0.17], [0.04, 0.00, -0.12], [-0.04, 0.02, 0.10], [-0.02, 0.01, -0.07], [0.09, 0.08, -0.02], [0.06, 0.10, 0.00], [0.03, 0.27, 0.29], [-0.04, -0.11, 0.03], [0.06, 0.02, -0.02], [-0.04, -0.01, -0.01], [0.00, -0.01, 0.00], [0.01, 0.00, 0.00], [0.00, 0.01, 0.04], [-0.16, -0.24, -0.17], [-0.14, 0.02, -0.03], [0.02, 0.00, 0.01], [0.00, 0.01, -0.01], [0.03, -0.03, 0.01], [0.15, 0.09, 0.02], [-0.02, 0.02, 0.01], [0.02, -0.04, -0.04], [0.01, 0.00, 0.01], [0.00, -0.01, 0.01], [0.00, 0.00, 0.01], [-0.05, 0.01, 0.01], [0.00, 0.00, -0.01], [0.01, 0.00, 0.00], [0.00, 0.00, 0.00], [0.00, 0.00, 0.00], [0.01, 0.01, 0.00], [0.07, 0.04, 0.02], [0.00, 0.01, 0.00], [-0.01, 0.01, 0.01], [0.00, 0.01, -0.01], [0.02, -0.01, 0.01], [-0.05, -0.05, 0.01], [-0.04, 0.00, 0.00], [0.04, 0.02, 0.06], [0.03, 0.00, -0.08], [-0.04, -0.09, 0.03], [0.09, -0.02, -0.01], [-0.04, -0.01, 0.00], [-0.04, 0.15, 0.08], [-0.01, -0.13, -0.02], [0.00, 0.06, -0.06], [0.20, 0.03, -0.20], [0.01, 0.00, 0.00], [-0.01, 0.02, 0.00], [0.00, 0.00, 0.00]],
  "relative_energy_kcal_mol": 15.42,
  "homo_lumo_gap_ha": [0.247, 0.224],
  "charge": 3,
  "multiplicity": 4,
  "e_homo_ha": [-0.650, -0.649]
}

=====

Record 2
{
  "formula": "C5H7F2N",
  "method": "ωB97M-V with the def2-TZVPD basis set",
  "species": ["C", "C", "C", "C", "C", "N", "F", "F", "H", "H", "H", "H", "H", "H", "H"],
  "positions_angstrom": [[2.530, -0.707, -0.296], [1.029, -0.588, -0.060], [0.178, 1.583, -0.594], [3.692, -0.043, 0.027], [-1.158, -0.135, 0.496], [0.091, 0.367, -0.134], [4.906, -0.494, -0.171], [3.792, 1.131, 0.561], [2.901, -1.687, -0.652], [0.611, -1.524, -0.111], [-0.785, 2.136, -0.717], [1.042, 1.857, -1.184], [-0.909, -0.421, 1.491], [-2.103, 0.514, 0.416], [-1.699, -0.831, -0.080]],
  "forces_ev_per_a": [[1.38, 0.71, 0.36], [3.10, 0.52, -0.27], [-1.42, 1.53, -0.71], [-3.38, -1.05, -0.67], [-1.97, 2.30, -0.64], [0.15, -0.88, 0.04], [0.48, -0.73, -0.34], [-0.21, 1.58, 0.65], [-0.95, 0.38, 0.03], [-0.93, -2.05, 0.42], [1.23, -0.41, 0.47], [0.02, -0.04, 0.24], [-0.28, -0.31, 0.55], [2.06, 0.67, 0.74], [0.73, -2.22, -0.85]],
  "relative_energy_kcal_mol": 80.70,
  "homo_lumo_gap_ha": 0.272,
  "charge": 0,
  "e_homo_ha": -0.242
}

=====

Record 3
{
  "formula": "C56H56BrIN3OP2TaTe",
  "method": "ωB97M-V with the def2-TZVPD basis set",
  "species": ["Ta", "C", "P", "C", "C", "C", "C", "C", "C", "C", "C", "C", "C", "C", "C", "C", "C", "C", "C", "C", "P", "C", "C", "C", "C", "C", "C", "C", "C", "C", "C", "C", "C", "N", "H", "H", "H", "H", "H", "H", "H", "H", "H", "H", "H", "H", "H", "H", "H", "H", "H", "H", "H", "H", "H", "H", "H", "H", "H", "H", "C", "C", "C", "C", "C", "C", "C", "C", "N", "C", "C", "C", "C", "N", "C", "C", "C", "C", "C", "C", "C", "C", "H", "H", "H", "H", "H", "H", "H", "H", "H", "H", "H", "H", "H", "H", "H", "H", "H", "H", "H", "H", "H", "H", "H", "H", "O", "H", "H", "Te", "Br", "C", "C", "C", "C", "C", "C", "I", "H", "H", "H", "H"],
  "positions_angstrom": [[0.078, 0.330, -0.712], [-1.267, 2.640, -2.863], [-2.206, 2.036, -1.386], [-3.809, 1.477, -2.045], [-3.889, 0.791, -3.254], [-5.083, 0.207, -3.638], [-6.200, 0.301, -2.826], [-6.135, 1.011, -1.636], [-4.943, 1.588, -1.239], [-2.648, 3.619, -0.582], [-3.526, 4.481, -1.240], [-3.884, 5.678, -0.650], [-3.374, 6.023, 0.593], [-2.500, 5.170, 1.246], [-2.134, 3.970, 0.660], [0.046, 3.070, -2.304], [0.755, 4.213, -2.544], [1.821, 4.238, -1.610], [1.701, 3.121, -0.827], [2.511, 2.862, 0.407], [2.372, 1.159, 1.134], [4.071, 0.451, 1.126], [5.233, 1.179, 0.889], [6.470, 0.566, 0.980], [6.570, -0.774, 1.316], [5.420, -1.504, 1.564], [4.182, -0.896, 1.467], [2.276, 1.630, 2.915], [1.172, 2.368, 3.337], [1.040, 2.729, 4.664], [2.002, 2.352, 5.588], [3.100, 1.618, 5.174], [3.237, 1.251, 3.847], [0.619, 2.371, -1.242], [-1.777, 3.485, -3.335], [-1.158, 1.835, -3.600], [-3.029, 0.710, -3.902], [-5.137, -0.333, -4.570], [-7.125, -0.166, -3.127], [-7.018, 1.102, -1.017], [-4.893, 2.148, -0.315], [-3.936, 4.208, -2.201], [-4.567, 6.345, -1.154], [-3.661, 6.956, 1.052], [-2.110, 5.439, 2.217], [-1.446, 3.303, 1.167], [0.539, 4.953, -3.287], [2.563, 5.005, -1.511], [2.188, 3.565, 1.185], [3.557, 3.084, 0.186], [5.200, 2.232, 0.653], [7.363, 1.145, 0.805], [7.539, -1.240, 1.399], [5.493, -2.541, 1.859], [3.292, -1.464, 1.694], [0.417, 2.669, 2.620], [0.191, 3.313, 4.983], [1.893, 2.630, 6.624], [3.859, 1.335, 5.886], [4.104, 0.681, 3.551], [0.922, -1.259, 3.429], [-0.200, -2.104, 2.902], [-1.225, -2.499, 3.754], [-2.160, -3.433, 3.346], [-2.057, -3.996, 2.087], [-1.065, -3.605, 1.194], [-0.982, -4.267, -0.149], [-0.154, -2.616, 1.597], [0.788, -2.126, 0.651], [1.839, -2.828, 0.391], [2.178, -4.070, 1.151], [2.694, -2.510, -0.775], [3.825, -3.440, -1.082], [2.420, -1.482, -1.493], [2.880, -1.330, -2.802], [2.599, -2.307, -3.785], [1.913, -3.609, -3.505], [2.910, -2.020, -5.109], [3.472, -0.816, -5.481], [3.754, 0.135, -4.514], [3.478, -0.113, -3.183], [3.893, 0.862, -2.132], [1.683, -1.905, 3.871], [0.592, -0.577, 4.210], [1.400, -0.694, 2.631], [-1.270, -2.088, 4.753], [-2.943, -3.750, 4.017], [-2.762, -4.755, 1.782], [-1.972, -4.550, -0.495], [-0.397, -5.184, -0.076], [-0.526, -3.623, -0.899], [1.562, -4.169, 2.042], [3.225, -4.081, 1.442], [2.009, -4.945, 0.524], [3.490, -4.467, -1.205], [4.551, -3.421, -0.271], [4.325, -3.122, -1.993], [2.614, -4.438, -3.601], [1.126, -3.761, -4.241], [1.463, -3.647, -2.516], [2.685, -2.762, -5.860], [3.697, -0.622, -6.516], [4.191, 1.081, -4.794], [4.265, 1.781, -2.575], [4.682, 0.428, -1.517], [3.049, 1.096, -1.478], [-1.039, 0.586, 1.716], [-0.936, -0.097, 2.397], [-1.811, 1.104, 1.985], [-0.491, -0.858, -2.958], [-4.447, 0.551, 2.137], [-5.496, -0.792, 1.308], [-6.824, -0.930, 1.670], [-7.579, -1.948, 1.113], [-7.005, -2.822, 0.205], [-5.686, -2.657, -0.179], [-4.926, -1.639, 0.373], [-2.941, -1.357, -0.330], [-7.264, -0.252, 2.384], [-8.613, -2.060, 1.398], [-7.580, -3.633, -0.209], [-5.240, -3.315, -0.906]],
  "forces_ev_per_a": [[-0.44, 0.73, -0.74], [0.15, -0.11, 0.05], [0.37, -0.03, -0.93], [0.29, -0.29, 0.37], [0.06, 0.10, 0.03], [0.00, -0.05, -0.03], [-0.03, 0.02, 0.02], [-0.10, -0.03, 0.00], [0.06, 0.14, -0.05], [0.25, -0.44, 0.22], [0.10, -0.12, 0.00], [-0.02, 0.05, -0.05], [0.07, -0.05, 0.08], [0.00, 0.07, 0.11], [0.01, -0.13, -0.07], [-0.38, 0.60, -0.68], [-0.27, -0.64, 0.09], [-0.07, -0.62, 0.30], [0.95, 0.79, 0.26], [-0.14, -0.13, -0.10], [0.53, 0.90, -0.15], [-0.44, -0.25, -0.28], [-0.19, 0.08, 0.11], [0.07, 0.01, 0.05], [-0.02, 0.01, -0.03], [0.09, -0.06, 0.10], [-0.06, 0.12, -0.03], [-0.41, -0.30, -0.18], [0.04, 0.01, -0.12], [-0.09, 0.07, 0.04], [0.04, -0.06, 0.00], [-0.06, 0.07, 0.14], [0.04, -0.04, -0.20], [-0.47, -2.55, 0.61], [0.02, -0.11, 0.12], [-0.14, 0.13, 0.15], [0.06, -0.03, -0.02], [-0.02, -0.04, -0.15], [-0.08, -0.02, -0.03], [0.00, 0.03, 0.05], [-0.03, -0.05, 0.04], [-0.06, 0.01, -0.07], [-0.04, 0.03, -0.06], [-0.03, 0.09, 0.05], [0.05, 0.03, 0.07], [0.06, 0.00, 0.02], [-0.14, 0.16, -0.17], [0.19, 0.16, 0.10], [0.16, -0.22, -0.05], [-0.09, 0.01, 0.12], [-0.01, 0.05, -0.05], [0.10, 0.07, -0.04], [0.12, -0.06, 0.00], [0.01, -0.09, 0.02], [-0.04, 0.00, 0.08], [-0.02, 0.02, -0.01], [-0.12, 0.07, 0.03], [0.00, 0.06, 0.13], [0.07, -0.04, 0.06], [0.02, -0.02, -0.02], [0.07, -0.04, -0.13], [0.09, -0.08, -0.13], [-0.02, 0.01, -0.14], [-0.04, -0.06, -0.06], [0.11, 0.05, 0.09], [0.20, 0.13, 0.12], [0.04, 0.00, -0.01], [-0.62, -0.35, 0.58], [0.41, 0.70, -0.88], [-0.98, 0.27, 0.55], [-0.17, -0.03, 0.25], [0.43, 0.85, -1.00], [0.03, -0.02, -0.21], [-0.73, -0.12, 1.35], [0.41, 0.08, -1.18], [-0.10, 0.37, 0.32], [-0.04, 0.00, -0.02], [0.05, 0.11, -0.02], [-0.01, -0.09, 0.01], [-0.05, -0.12, 0.04], [0.00, -0.12, 0.17], [-0.01, -0.13, -0.04], [0.11, 0.00, 0.04], [0.02, 0.12, 0.03], [-0.08, -0.04, 0.17], [0.04, 0.02, 0.11], [-0.07, 0.00, 0.05], [-0.09, -0.08, -0.06], [-0.07, -0.01, -0.05], [0.11, -0.09, -0.05], [-0.02, 0.00, -0.08], [0.05, -0.01, -0.04], [0.12, 0.03, -0.04], [0.02, -0.07, -0.05], [-0.01, -0.12, -0.02], [0.02, 0.00, 0.10], [0.04, -0.05, 0.03], [0.02, -0.11, 0.06], [-0.05, -0.11, -0.01], [-0.10, -0.07, 0.03], [-0.02, -0.09, -0.11], [0.01, 0.04, -0.17], [0.11, 0.08, -0.02], [-0.05, 0.10, 0.02], [-0.04, 0.05, 0.01], [0.07, 0.05, 0.00], [0.65, 0.24, -0.59], [0.00, -0.22, -0.12], [-0.03, -0.15, -0.39], [0.54, 1.21, 2.24], [-0.25, 0.20, 0.27], [0.29, -0.03, -0.03], [-0.02, 0.10, 0.10], [0.04, 0.01, 0.00], [-0.01, 0.03, 0.00], [0.28, -0.02, -0.08], [0.35, 0.26, 0.15], [-0.88, -0.62, -0.41], [0.00, 0.05, 0.08], [-0.11, -0.02, 0.05], [-0.09, -0.08, -0.09], [0.02, -0.12, -0.11]],
  "homo_lumo_gap_ha": [0.213, 0.213],
  "charge": 2,
  "e_homo_ha": [-0.456, -0.456]
}

=====

Record 4
{
  "formula": "C10H19N",
  "method": "ωB97M-V with the def2-TZVPD basis set",
  "species": ["C", "C", "C", "C", "C", "C", "C", "C", "C", "C", "N", "H", "H", "H", "H", "H", "H", "H", "H", "H", "H", "H", "H", "H", "H", "H", "H", "H", "H", "H"],
  "positions_angstrom": [[-2.728, -0.330, -1.155], [-1.836, 0.280, -0.109], [-2.249, -0.109, 1.301], [-0.322, 0.140, -0.457], [0.471, -1.174, -0.116], [1.854, -1.265, -0.923], [2.661, 0.002, -0.455], [1.816, 0.375, 0.789], [1.165, -0.925, 1.245], [0.544, 1.174, 0.287], [0.864, 2.482, -0.291], [-2.475, -1.469, -1.336], [-2.491, 0.196, -2.112], [-3.791, -0.367, -0.767], [-1.982, 1.335, -0.163], [-3.311, 0.083, 1.588], [-2.136, -1.171, 1.521], [-1.575, 0.369, 2.066], [-0.253, 0.144, -1.557], [-0.087, -2.052, -0.175], [1.624, -1.432, -2.066], [2.279, -2.275, -0.551], [2.695, 0.911, -1.178], [3.650, -0.338, -0.225], [2.366, 0.918, 1.547], [0.476, -0.710, 2.063], [1.796, -1.849, 1.476], [0.107, 1.503, 1.204], [-0.044, 3.104, -0.069], [0.913, 2.451, -1.381]],
  "forces_ev_per_a": [[0.03, -2.42, -0.51], [0.63, -0.64, 0.45], [0.54, -0.22, 1.59], [0.46, -1.20, 0.23], [1.67, 1.41, 0.39], [-1.89, -1.43, -1.78], [-1.39, 0.27, -0.84], [0.28, 0.29, -0.69], [-0.46, -0.76, -0.03], [1.65, 0.03, 0.20], [-2.68, 1.63, -2.15], [-0.28, 2.07, 0.38], [-1.01, -0.47, 0.55], [0.96, 0.53, -1.05], [-0.29, 1.14, -0.13], [0.74, 0.35, -0.54], [0.15, -0.27, -0.37], [-0.82, -0.16, -0.65], [0.05, 0.86, 0.16], [-0.97, -1.55, -0.22], [0.75, 0.66, 1.99], [-0.16, 1.80, -0.72], [0.03, -1.81, 0.98], [0.72, 0.27, 0.19], [0.05, 0.25, 0.09], [0.00, -0.28, 0.11], [-0.49, 1.60, 0.03], [-0.93, -0.38, 0.81], [2.81, -1.57, -0.99], [-0.15, 0.00, 2.52]],
  "relative_energy_kcal_mol": 23.03,
  "smiles": "CC(C)[C@@H]1[C@H]2CC[C@H](C2)[C@H]1N",
  "homo_lumo_gap_ha": 0.371,
  "charge": 0,
  "e_homo_ha": -0.337
}

=====

Record 5
{
  "formula": "C4H7NO",
  "method": "ωB97M-V with the def2-TZVPD basis set",
  "species": ["C", "C", "C", "N", "C", "O", "H", "H", "H", "H", "H", "H", "H"],
  "positions_angstrom": [[-1.747, 1.486, 1.439], [-0.416, -0.113, -0.668], [0.977, -0.084, -1.343], [1.482, -0.820, -0.184], [0.304, -0.786, 0.512], [-0.004, -1.125, 1.630], [-2.405, 0.605, 1.612], [-0.987, 1.341, 2.237], [-0.856, 0.868, -0.430], [-1.163, -0.746, -1.152], [1.402, 0.919, -1.451], [1.060, -0.632, -2.287], [2.421, -1.018, 0.131]],
  "forces_ev_per_a": [[0.00, -0.30, 0.35], [-0.17, 0.05, -0.03], [0.03, 0.10, -0.21], [0.11, -0.06, 0.20], [-0.07, -0.08, 0.30], [0.16, 0.10, -0.45], [0.06, 0.22, -0.10], [-0.11, 0.12, -0.18], [0.10, -0.18, -0.08], [0.12, 0.09, 0.08], [-0.07, -0.16, 0.01], [-0.02, 0.09, 0.14], [-0.13, 0.01, -0.03]],
  "relative_energy_kcal_mol": 129.54,
  "homo_lumo_gap_ha": [0.323, 0.322],
  "charge": 0,
  "e_homo_ha": [-0.349, -0.347]
}

=====

Record 6
{
  "formula": "C4H7NO",
  "method": "ωB97M-V with the def2-TZVPD basis set",
  "species": ["C", "O", "C", "C", "C", "N", "H", "H", "H", "H", "H", "H", "H"],
  "positions_angstrom": [[1.521, 0.324, 0.496], [0.890, -0.774, 0.070], [-0.343, -0.536, -0.611], [-1.534, -0.778, 0.298], [-0.361, 0.892, -1.131], [0.589, 1.497, -0.567], [1.296, 0.619, 1.517], [1.204, 2.266, -0.504], [2.594, 0.236, 0.317], [-0.357, -1.241, -1.450], [-1.486, -1.785, 0.722], [-1.551, -0.048, 1.113], [-2.461, -0.672, -0.270]],
  "forces_ev_per_a": [[-1.15, 1.19, -1.02], [0.02, -1.08, -0.09], [-0.54, 0.10, -0.29], [-0.19, -0.05, 0.08], [0.05, 0.34, -0.21], [2.60, -3.07, 2.52], [-0.11, 0.24, 0.20], [-0.68, 1.65, -0.96], [-0.05, 0.47, -0.23], [-0.04, 0.14, 0.06], [0.00, 0.16, -0.07], [0.02, -0.07, -0.05], [0.08, -0.02, 0.07]],
  "relative_energy_kcal_mol": 91.01,
  "homo_lumo_gap_ha": 0.340,
  "charge": 0,
  "e_homo_ha": -0.306
}